Density functional theory data (wB97M-V/def2-TZVPD) for 13 unconnected molecules or ions with the total composition C52H78O39 at a distorted geometry.

```
169
Properties=species:S:1:pos:R:3
C 1.8363 -4.0646 3.7539
C 3.3081 -4.3965 3.6494
C 3.9027 -5.0520 4.8928
O 4.6929 -6.1167 4.3578
C 4.3707 -6.3378 3.1582
O 4.8761 -7.2190 2.4067
O 3.4156 -5.4900 2.7761
H 1.4611 -3.6720 2.8088
H 1.7726 -3.2413 4.4654
H 1.1394 -4.8296 4.0964
H 3.8665 -3.4862 3.4313
H 3.1841 -5.3438 5.6587
H 4.6436 -4.4200 5.3823
C -3.1732 2.8334 2.9259
C -3.3759 4.1142 2.1812
C -2.2225 4.6033 1.3811
O -2.7518 4.8593 0.1214
C -4.0059 4.4438 0.0089
O -4.7452 4.4975 -0.9702
O -4.3826 3.9696 1.1881
H -2.3920 2.9751 3.6727
H -2.8653 2.0056 2.2872
H -4.0400 2.5897 3.5402
H -3.7583 4.8745 2.8623
H -1.5157 3.7795 1.2817
H -1.6605 5.4115 1.8490
C 1.9554 -2.1633 -2.4449
C 2.4506 -3.2417 -3.4425
C 1.3729 -3.7414 -4.4071
O 2.0706 -3.8377 -5.6437
C 3.2364 -3.1156 -5.5357
O 4.0252 -2.8850 -6.4476
O 3.4343 -2.6440 -4.2651
H 1.2150 -1.5147 -2.9133
H 2.7364 -1.4728 -2.1268
H 1.4166 -2.6639 -1.6404
H 2.8154 -4.0786 -2.8469
H 0.4893 -3.1046 -4.4508
H 1.0751 -4.7314 -4.0619
C 2.9964 5.6583 5.3587
C 1.7041 4.9090 5.5448
C 0.3694 5.5780 5.2699
O -0.3225 4.7488 4.3768
C 0.5249 3.7678 3.9689
O 0.3135 2.9978 3.0747
O 1.6601 3.8246 4.6547
H 3.0272 6.0970 4.3613
H 3.9066 5.1080 5.5970
H 3.1016 6.5321 6.0017
H 1.7300 4.5502 6.5738
H 0.5473 6.5668 4.8470
H -0.2929 5.7404 6.1202
C -7.1015 2.5831 -3.7871
C -5.6681 3.1328 -3.9793
C -4.6335 2.0918 -3.7336
O -3.6806 2.3272 -4.7467
C -4.2419 3.1144 -5.6720
O -3.6919 3.4370 -6.7338
O -5.4274 3.4661 -5.3317
H -7.1364 2.2032 -2.7660
H -7.4362 1.7702 -4.4315
H -7.8596 3.3614 -3.8739
H -5.5674 4.0273 -3.3646
H -5.0971 1.1244 -3.9267
H -4.2897 2.2142 -2.7065
C 1.6570 0.0117 4.2269
C 0.5236 -0.5563 5.1098
C -0.4693 0.4665 5.6708
O -1.6389 0.2962 4.8936
C -1.4730 -0.6914 4.0745
O -2.2208 -1.0734 3.2397
O -0.3408 -1.2595 4.1923
H 2.4010 0.6593 4.6907
H 1.2527 0.6013 3.4040
H 2.1834 -0.8557 3.8286
H 0.9295 -1.0803 5.9751
H -0.1681 1.5136 5.6382
H -0.7272 0.1248 6.6732
C 5.3170 -5.8152 -1.5026
C 5.3337 -5.0008 -0.2320
C 6.3181 -3.7919 -0.2228
O 5.5487 -2.7253 0.2629
C 4.2722 -3.0865 0.3056
O 3.3532 -2.3740 0.7178
O 4.0873 -4.3443 -0.1626
H 6.3083 -6.1425 -1.8159
H 5.0193 -5.2355 -2.3763
H 4.6227 -6.6501 -1.4076
H 5.4427 -5.6365 0.6467
H 6.7376 -3.5083 -1.1880
H 7.1773 -4.1073 0.3691
C -3.8070 -4.3884 4.5138
C -3.2098 -4.7940 3.1478
C -1.8334 -4.2395 2.8455
O -0.9760 -5.3815 2.6633
C -1.6585 -6.5005 3.0313
O -1.1459 -7.6051 3.1207
O -2.9555 -6.2080 3.2774
H -4.0784 -3.3464 4.6830
H -2.9710 -4.5248 5.1998
H -4.7266 -4.9085 4.7823
H -3.8527 -4.6265 2.2837
H -1.4340 -3.6196 3.6482
H -1.8999 -3.5205 2.0290
C 6.2444 0.3096 -4.6745
C 5.1441 -0.0890 -3.7911
C 5.5413 -1.0488 -2.6069
O 4.9335 -0.3852 -1.4619
C 4.3590 0.7679 -1.8298
O 3.6952 1.4601 -1.0399
O 4.6417 1.0633 -3.1323
H 5.9041 0.9361 -5.4989
H 6.8288 -0.5301 -5.0507
H 6.8698 0.9971 -4.1050
H 4.3568 -0.5000 -4.4230
H 6.6119 -1.0333 -2.4026
H 5.1327 -2.0487 -2.7528
C 0.4055 5.3241 -1.8970
C -0.6059 5.7712 -2.9313
C -1.6673 4.7662 -3.2111
O -2.8583 5.5080 -3.2957
C -2.6803 6.7165 -2.7334
O -3.5770 7.4799 -2.3876
O -1.3498 6.8880 -2.4822
H 0.9466 4.3993 -2.0969
H 0.0676 5.3224 -0.8607
H 1.2577 5.9869 -2.0467
H -0.1349 6.0316 -3.8792
H -1.7608 3.9317 -2.5161
H -1.5135 4.3228 -4.1949
C 0.4485 -1.0127 1.1132
C -0.1358 0.3881 0.9827
C 0.7149 1.4134 0.2998
O -0.1707 2.1783 -0.4731
C -1.3082 1.4239 -0.6515
O -2.1355 1.6689 -1.4882
O -1.1910 0.3064 0.0384
H 0.8580 -1.3245 0.1524
H -0.3313 -1.7466 1.3164
H 1.1606 -1.2366 1.9075
H -0.6101 0.7328 1.9016
H 1.4515 0.9064 -0.3235
H 1.3761 2.0108 0.9276
C -5.3616 -0.4100 1.3357
C -4.6739 -0.3371 -0.0447
C -3.9893 -1.6396 -0.5192
O -4.3800 -1.8142 -1.8399
C -5.4746 -1.0333 -2.1009
O -6.1077 -1.0156 -3.1674
O -5.6953 -0.2216 -0.9900
H -4.5373 -0.2823 2.0374
H -5.7721 -1.3571 1.6859
H -6.1258 0.3562 1.4664
H -3.9846 0.5032 -0.1277
H -4.3498 -2.4341 0.1342
H -2.9199 -1.5404 -0.3330
C -1.6713 -0.4163 -3.8749
C -0.9619 0.3718 -4.9631
C -0.6491 1.8068 -4.6075
O 0.7244 2.0034 -4.9675
C 1.2546 0.8460 -5.2263
O 2.4446 0.7128 -5.4636
O 0.3624 -0.1644 -5.2226
H -1.2903 -0.3136 -2.8588
H -1.7125 -1.4676 -4.1597
H -2.7223 -0.1360 -3.8052
H -1.4670 0.3794 -5.9290
H -0.7030 2.0552 -3.5475
H -1.3629 2.3928 -5.1863
```

Properties
Lowest unoccupied orbital energy = -0.5 eV
Electronic energy = -4962.74141 Eh

Density functional theory data (wB97M-V/def2-TZVPD) for a gas-phase ion, C6H7O2 (charge -1) at a distorted geometry.

```
15
Properties=species:S:1:pos:R:3
C 0.1925 0.4616 -1.4468
C 0.5932 0.7582 -0.2660
C -2.0492 0.1470 0.4554
C -0.4217 -0.3508 -0.2524
C 1.5644 1.5126 0.5328
C -0.0611 -1.8423 0.0055
O -2.6576 -0.7175 1.0718
O -2.2264 1.2937 0.0217
H 0.0132 0.5528 -2.4593
H 1.1862 1.2951 1.5956
H 1.4937 2.4658 0.1060
H 2.5471 1.0484 0.4010
H -0.8380 -2.0516 0.7200
H 0.9816 -1.9562 0.2542
H -0.3179 -2.6168 -0.7394
```

Properties
Net charge = -1
SMILES = CC1=C[C@]1(C)C(=O)[O-]
Lowest unoccupied orbital energy = 3.9 eV
Electronic energy = -383.23045 Eh

One value per record, in order, for frontier orbital gap: 0.3531; 0.2495 Eh.
One value per record, in order, for highest occupied orbital energy: -10.1; -2.9 eV.
One value per record, in order, for energy relative to the best compared isomer or geometry (same formula, charge and spin): 4.152; 2.307 eV.